# 1
Formula: C26H28N4O3S
Source: the OMol25 dataset
Level of theory: wB97M-V/def2-TZVPD

For the LUMO energy, the calculation gives 0.29 eV. The energy above the lowest of the compared OMol25 structures with the same formula, charge and spin comes out at 0.0836 eV. As for the SMILES: CC(=O)Nc1ccc(N(C(=O)Cc2cccs2)[C@@H](C(=O)NC2CCCC2)c2ccncc2)cc1. The calculated total energy comes out at -1850.56588 a.u. Its HOMO energy is -8.5491 eV.

Structure (XYZ):
```
62
Properties=species:S:1:pos:R:3:forces:R:3
C -5.758751 -1.714022 -0.429127 0.03 -0.05 -0.25
C -4.369242 -1.186143 -0.716286 -0.40 -0.15 0.24
O -3.850748 -1.232318 -1.806170 0.12 0.00 -0.27
N -3.778311 -0.658895 0.400174 -0.16 0.05 0.42
C -2.515219 -0.084505 0.533504 0.43 0.15 0.05
C -2.089672 0.270393 1.813970 -0.12 -0.07 -0.17
C -0.850725 0.844485 2.008166 0.14 -0.02 -0.21
C -0.018496 1.091589 0.922166 -0.48 -0.06 0.00
N 1.253442 1.688937 1.127512 0.21 -0.50 -0.06
C 1.425817 2.990871 1.481203 -0.31 0.36 0.09
O 2.522483 3.452344 1.711389 0.21 0.17 0.03
C 0.159499 3.843763 1.553797 0.25 0.19 0.19
C -0.628439 3.829169 0.289628 -0.64 0.10 -0.10
C -0.189846 4.083457 -0.972899 0.04 0.01 0.26
C -1.207270 3.976863 -1.948330 -0.11 -0.04 -0.14
C -2.409969 3.654203 -1.413655 -0.18 -0.05 0.40
S -2.328906 3.479066 0.295196 0.57 0.25 -0.42
C 2.429580 0.824088 1.115480 0.27 0.10 0.38
C 2.052176 -0.559734 1.684781 0.04 0.21 -0.48
O 2.176686 -0.823343 2.860040 0.06 0.05 0.52
N 1.583422 -1.423708 0.767618 0.00 -0.26 -0.15
C 1.214173 -2.790076 1.075070 -0.02 -0.07 0.35
C -0.303652 -2.992219 0.976923 0.03 0.09 -0.05
C -0.528552 -3.332870 -0.491937 -0.02 -0.17 0.11
C 0.633101 -4.275441 -0.805946 -0.03 0.00 -0.12
C 1.812650 -3.751943 0.030103 0.02 -0.10 -0.01
C 3.109486 0.728010 -0.227254 0.14 0.08 -0.27
C 2.807503 1.573824 -1.286501 0.11 -0.14 0.17
C 3.495287 1.417481 -2.480655 -0.18 0.16 0.04
N 4.429543 0.504145 -2.672042 0.22 0.00 -0.51
C 4.733317 -0.288465 -1.657719 0.05 -0.18 0.33
C 4.111770 -0.220269 -0.422590 -0.06 0.22 -0.10
C -0.432226 0.719393 -0.351743 -0.06 0.12 0.29
C -1.669488 0.139337 -0.550169 -0.04 -0.07 -0.16
H -6.177662 -2.128794 -1.341013 0.03 0.01 0.00
H -5.718023 -2.491015 0.331432 -0.03 -0.05 0.09
H -6.399908 -0.909234 -0.075420 -0.07 0.04 0.06
H -4.310195 -0.703455 1.258707 0.02 -0.04 -0.22
H -2.733544 0.088620 2.662771 -0.08 -0.03 0.11
H -0.517326 1.094991 3.003659 0.07 0.02 0.11
H -0.459772 3.496958 2.382402 0.05 0.05 0.04
H 0.493216 4.861191 1.779947 -0.02 -0.19 0.05
H 0.827777 4.351904 -1.197752 0.23 0.04 -0.01
H -1.045240 4.135389 -2.999339 -0.01 0.02 -0.19
H -3.347671 3.510840 -1.911691 -0.18 -0.01 -0.18
H 3.142960 1.279173 1.819493 -0.19 -0.25 -0.15
H 1.452260 -1.121418 -0.185129 0.14 0.10 0.08
H 1.584734 -2.974916 2.085772 -0.05 0.01 -0.16
H -0.846211 -2.107325 1.303655 -0.01 -0.01 0.11
H -0.596261 -3.834708 1.604159 -0.05 -0.08 0.05
H -1.497864 -3.793621 -0.673146 -0.08 0.06 -0.09
H -0.468537 -2.429351 -1.100105 -0.03 0.08 -0.07
H 0.374753 -5.287267 -0.492109 -0.02 -0.05 -0.03
H 0.865962 -4.303092 -1.868846 0.00 -0.10 -0.04
H 2.529734 -3.215893 -0.592761 0.07 -0.01 0.03
H 2.344900 -4.569041 0.513590 0.09 0.01 -0.01
H 2.064595 2.348217 -1.180743 -0.10 0.06 0.00
H 3.285509 2.056462 -3.328540 -0.08 0.10 -0.03
H 5.513300 -1.013739 -1.848774 0.05 -0.10 0.08
H 4.399396 -0.885011 0.377890 0.05 -0.12 0.05
H 0.208489 0.902285 -1.201144 0.05 0.06 -0.07
H -1.989793 -0.135630 -1.540654 0.00 0.00 -0.03
```
Positions in Å, forces in eV/Å.

natural (NBO) atomic charges, in units of e:
1 C -0.7140
2 C 0.6873
3 O -0.5950
4 N -0.6092
5 C 0.1497
6 C -0.2623
7 C -0.1619
8 C 0.1179
9 N -0.4809
10 C 0.7112
11 O -0.6067
12 C -0.5343
13 C -0.1672
14 C -0.2877
15 C -0.2518
16 C -0.4124
17 S 0.4392
18 C -0.1669
19 C 0.6885
20 O -0.6155
21 N -0.6215
22 C -0.0505
23 C -0.4158
24 C -0.4068
25 C -0.4059
26 C -0.4211
27 C 0.0079
28 C -0.2645
29 C 0.0442
30 N -0.4173
31 C 0.0386
32 C -0.2523
33 C -0.2115
34 C -0.2005
35 H 0.2454
36 H 0.2277
37 H 0.2286
38 H 0.3972
39 H 0.2126
40 H 0.2246
41 H 0.2389
42 H 0.2565
43 H 0.2266
44 H 0.2266
45 H 0.2374
46 H 0.2813
47 H 0.4048
48 H 0.2381
49 H 0.2214
50 H 0.2043
51 H 0.2170
52 H 0.1963
53 H 0.1997
54 H 0.2129
55 H 0.2107
56 H 0.2188
57 H 0.2250
58 H 0.1924
59 H 0.1943
60 H 0.2248
61 H 0.2292
62 H 0.2562

# 2
Formula: C4H8N2O
Source: the OMol25 dataset
Level of theory: wB97M-V/def2-TZVPD

For the LUMO energy (alpha / beta), the calculation gives 0.34 / 0.31 eV. The energy above the lowest of the compared OMol25 structures with the same formula, charge and spin comes out at 3.5286 eV. The calculated total energy comes out at -341.87397 a.u. Its HOMO energy (alpha / beta) is -7.6954 / -7.6779 eV.

Structure (XYZ):
```
15
Properties=species:S:1:pos:R:3:forces:R:3
N -0.828889 1.383696 1.089914 0.01 -0.05 0.10
C 0.266562 0.727985 1.553491 0.02 0.05 0.14
O 0.874116 1.041453 2.561148 -0.21 -0.12 -0.42
C 0.731151 -0.481294 0.730435 0.05 -0.04 -0.02
N 0.233264 -0.548162 -0.645331 -0.10 0.05 -0.15
C -0.989156 -1.038642 -0.972106 -0.20 -0.16 0.14
C 0.864369 -0.050702 -1.715343 0.21 0.17 -0.03
H -1.229953 2.085239 1.694051 0.07 -0.07 -0.08
H -1.415627 0.951039 0.389375 0.13 0.01 0.08
H 1.825227 -0.486811 0.735485 -0.23 0.02 -0.04
H 0.376312 -1.378805 1.256760 0.05 0.17 -0.15
H -1.298288 -2.037428 -0.680424 -0.01 0.19 0.30
H -1.564229 -0.450918 -1.676405 0.15 -0.36 -0.13
H 0.836511 -0.650029 -2.614415 -0.25 0.32 0.02
H 1.318630 0.933379 -1.706635 0.31 -0.17 0.23
```
Positions in Å, forces in eV/Å.

natural (NBO) atomic charges, in units of e:
1 N -0.8252
2 C 0.6633
3 O -0.6057
4 C -0.3221
5 N -0.3224
6 C -0.3708
7 C -0.2604
8 H 0.4055
9 H 0.4079
10 H 0.2395
11 H 0.2398
12 H 0.1839
13 H 0.1906
14 H 0.1949
15 H 0.1811

# 3
Formula: C3H6FNS2
Source: the OMol25 dataset
Level of theory: wB97M-V/def2-TZVPD

For the LUMO energy, the calculation gives -0.43 eV. The energy above the lowest of the compared OMol25 structures with the same formula, charge and spin comes out at 3.9317 eV. The calculated total energy comes out at -1068.72845 a.u. Its HOMO energy is -8.9882 eV.

Structure (XYZ):
```
13
Properties=species:S:1:pos:R:3:forces:R:3
C 0.465167 0.262927 -1.407655 -0.02 -3.02 -0.57
C -0.750422 0.144898 0.931521 -4.81 -1.16 -3.88
C -0.657700 -1.327884 1.175784 2.72 0.00 1.99
H 1.506300 2.653998 -1.170342 2.21 -2.08 -2.49
H -0.359435 -0.680730 -1.232847 2.24 2.68 -1.39
H -1.799189 0.390765 0.340014 2.36 -1.00 0.80
H -1.012107 0.749625 1.697286 -0.69 0.98 3.61
H -0.078895 -1.974138 0.454017 0.10 1.17 0.89
H -1.590065 -1.844101 1.217994 -0.86 0.03 0.86
N 1.265117 0.275935 -2.458775 -1.21 1.87 3.60
F 0.046764 -1.330583 2.539448 -1.37 -0.88 -2.60
S 2.496459 1.586617 -2.324544 -3.36 0.94 2.14
S 0.468006 1.092669 0.238100 2.68 0.45 -2.97
```
Positions in Å, forces in eV/Å.

natural (NBO) atomic charges, in units of e:
1 C -0.0674
2 C -0.6528
3 C 0.0346
4 H 0.1004
5 H 0.1878
6 H 0.2254
7 H 0.2658
8 H 0.2002
9 H 0.1933
10 N -0.5319
11 F -0.4039
12 S 0.1373
13 S 0.3113